Entry from the OMol25 dataset: C19H19IrN3O5S as an isolated structure (ωB97M-V with the def2-TZVPD basis set).

Geometry as XYZ:
```
48
Properties=species:S:1:pos:R:3:forces:R:3
Ir 0.06309 0.24484 0.10645 -0.2 -0.2 0.3
S -0.01645 -1.55181 1.58458 0.0 -0.1 0.0
O -1.60041 0.99180 1.31205 0.1 0.0 -0.1
O -0.07796 1.90811 -0.96699 0.0 0.0 -0.1
O 1.98155 0.95224 0.80539 -0.2 -0.2 0.3
O -2.80436 1.76179 3.01471 0.0 -0.1 0.1
O -1.79248 3.27456 -1.35903 0.0 0.0 0.1
N 0.19321 2.97755 1.64353 0.0 -0.1 -0.1
N 2.21427 -0.83579 3.19229 0.0 0.0 -0.1
N -1.64457 -0.31484 -0.85258 0.0 0.0 0.1
C 0.38886 -2.05287 -1.79605 0.0 0.0 0.0
C -1.76868 1.70753 2.38747 -0.1 0.2 -0.2
C -3.08589 -2.20407 -0.28025 0.0 0.0 0.0
C 2.30185 -2.37489 -3.25105 0.0 0.0 0.0
C 1.03707 -0.95189 -1.19049 0.1 0.2 -0.1
C -3.30662 -3.57203 -0.22998 0.0 0.0 0.0
C 1.31178 -1.17933 2.55246 0.0 0.1 0.1
C -0.89429 2.91651 -0.64349 0.1 0.0 -0.2
C -0.57175 2.56151 2.79305 0.1 0.0 0.1
C 1.03131 -2.73215 -2.82957 0.0 0.0 0.0
C 2.95776 -1.32751 -2.62701 0.0 0.0 0.0
C -1.90830 -1.73331 -0.82940 0.0 0.0 0.0
C 2.33056 -0.63023 -1.60518 0.0 0.0 -0.1
C 1.61024 3.15257 1.76925 0.1 0.0 0.1
C -1.16136 -3.94953 -1.25132 0.0 0.0 0.0
C 2.35190 2.34513 0.72444 0.1 0.0 0.0
C -0.91307 -2.58010 -1.31090 0.0 0.0 0.0
C -2.34609 -4.44084 -0.72409 0.0 0.0 0.0
C -0.51219 3.69874 0.62100 -0.1 0.1 0.1
H -4.22066 -3.95394 0.20367 0.0 0.0 0.0
H 2.09067 2.65419 -0.28510 0.0 0.0 0.0
H 0.08938 4.54688 0.27026 0.0 0.0 0.0
H -2.37595 0.21494 -0.36740 0.0 0.0 0.0
H 1.91380 2.79948 2.75780 0.0 0.0 0.0
H 0.51751 -3.55042 -3.31823 0.0 0.0 0.0
H -1.55230 0.04020 -1.80524 0.0 0.0 0.0
H 2.84934 0.19241 -1.13600 0.0 0.0 0.0
H 0.05852 1.93030 3.42545 0.0 0.0 0.0
H 3.95638 -1.04471 -2.93420 0.0 0.0 0.0
H 3.43351 2.40677 0.85416 0.0 0.0 0.0
H 2.77477 -2.91531 -4.06039 0.0 0.0 0.0
H 1.93351 4.20243 1.69942 0.0 0.0 0.0
H -3.81303 -1.50523 0.11515 0.0 0.0 0.0
H 2.26037 0.55399 1.65529 0.0 0.1 -0.1
H -1.43755 4.12733 1.01383 0.0 0.0 0.0
H -0.94301 3.38817 3.41046 0.0 0.0 0.0
H -2.50738 -5.50948 -0.67584 0.0 0.0 0.0
H -0.39685 -4.63969 -1.58238 0.0 0.0 0.0
```
Positions in Å, forces in eV/Å.

Properties
**Maximum force**: 0.4 eV/A
**Total charge**: 0
**E_LUMO (spin up / spin down)**: -0.254 / -2.861 eV
**E_tot**: -48393.5386 eV
**Relative energy (zero: lowest compared OMol25 entry of this formula, charge and spin)**: 0.0 kcal per mole
**2S+1**: 2

Entry from the OMol25 dataset: C19H19MnN7O6P2S3 as an isolated structure in a non-equilibrium geometry (ωB97M-V with the def2-TZVPD basis set).

Geometry as XYZ:
```
57
Properties=species:S:1:pos:R:3:forces:R:3
Mn -1.15678 0.08892 -0.03722 -1.3 2.2 -0.1
S -1.57422 2.37461 -1.57007 0.3 0.0 0.3
S 1.66222 2.53392 2.95320 -0.2 -0.3 -0.2
S -3.21053 1.76778 0.69146 0.0 -0.3 0.4
P -2.61230 -2.17120 1.75105 -0.2 -0.3 0.7
P -1.75109 -2.52982 -1.07430 0.3 -0.4 -0.2
O -0.28156 -2.35382 -0.32061 -0.3 -0.2 -0.3
O -1.86837 -0.90030 1.58715 -0.2 -0.5 0.2
O -4.11080 -1.86019 2.20220 0.0 0.1 -0.2
O -2.33152 -1.14500 -1.21653 0.0 -0.2 0.2
O -1.60773 -3.44196 -2.22287 -0.1 -0.2 0.0
O -2.05045 -3.05467 2.93493 -0.1 0.0 0.0
N -0.82320 5.93132 -1.04325 -0.1 0.0 0.0
N -1.92242 -4.57200 0.75959 0.0 -0.1 -0.1
N 0.78354 3.27579 0.51433 -0.3 0.1 -0.6
N 0.45298 0.36028 2.45020 0.1 -0.4 0.3
N 0.20393 1.15137 1.37072 0.2 0.4 0.1
N 6.62478 1.02922 -6.06769 0.0 0.0 0.0
N -3.94400 5.47346 1.88250 0.0 -0.1 -0.1
C 4.56970 1.21707 -3.25533 0.1 0.0 -0.1
C -2.63829 -3.35922 0.32656 0.3 0.7 -0.1
C 2.24129 0.62620 -2.99304 0.2 0.0 -0.1
C 4.51310 0.85018 -4.60308 -0.4 0.0 0.3
C 1.59853 0.23368 4.63190 0.1 -0.2 -0.1
C 1.10778 0.49550 -2.14914 -0.2 0.0 0.2
C -2.54128 4.35599 0.04493 0.2 -0.1 -0.3
C -3.33397 4.93614 1.06365 -0.1 0.0 0.3
C -2.48849 2.99548 -0.23000 -0.2 -0.3 -0.2
C 2.36740 -1.06019 4.35344 -0.1 0.1 0.1
C -1.62839 5.23156 -0.59906 0.2 0.2 -0.1
C 0.17354 0.42052 -1.37357 1.2 -0.2 -1.1
C 3.44723 1.10973 -2.46318 -0.1 0.0 0.0
C 2.19204 0.27294 -4.34754 -0.1 0.0 0.1
C 0.78402 2.33942 1.45569 0.1 -0.7 0.5
C 5.67894 0.95193 -5.41667 0.3 0.0 -0.2
C 3.31241 0.38364 -5.14378 0.2 0.0 0.0
C 1.16825 0.88953 3.35997 0.2 0.7 -0.1
C -4.05304 -3.63775 -0.16331 -0.1 0.0 0.0
H 2.22180 0.93293 5.19076 0.0 0.0 0.1
H -1.00451 -4.58724 0.32635 0.0 0.0 0.1
H 1.10457 4.20341 0.72876 -0.1 0.0 -0.1
H 1.25724 -0.08303 -4.75803 0.0 0.0 0.0
H 0.71462 0.01294 5.23382 0.0 0.1 0.0
H 2.64394 -1.54214 5.29154 0.0 0.0 0.0
H 3.27290 0.10472 -6.18826 0.0 0.0 0.0
H 0.13751 3.15766 -0.28267 0.3 0.1 0.2
H -2.41082 -5.39621 0.43228 -0.1 0.0 0.0
H -4.51284 -2.70430 -0.48764 -0.1 -0.1 0.0
H 1.74470 -1.74012 3.77500 0.0 0.0 0.0
H -4.67660 -4.08776 0.61037 0.0 0.0 0.0
H 3.47949 1.39849 -1.42155 0.0 0.0 0.0
H -4.33164 -0.93018 2.03124 0.0 -0.1 0.0
H 0.40030 -2.44789 -1.00320 0.0 0.1 0.1
H -1.77584 -3.92128 2.56080 -0.1 0.0 -0.2
H 5.50263 1.57797 -2.84321 0.0 0.0 0.0
H -3.99535 -4.30507 -1.02512 0.0 0.0 0.0
H 3.27463 -0.85296 3.78549 0.0 0.0 0.0
```
Positions in Å, forces in eV/Å.

Properties
**Maximum force**: 2.6 eV/A
**Total charge**: -1
**E_LUMO (spin up / spin down)**: 0.943 / 1.973 eV
**E_tot**: -125137.6385 eV
**2S+1**: 5

Entry from the OMol25 dataset: C19H19N3NaO2Sb as an isolated structure in a non-equilibrium geometry (ωB97M-V with the def2-TZVPD basis set).

Geometry as XYZ:
```
45
Properties=species:S:1:pos:R:3:forces:R:3
Sb 1.73246 1.41783 1.53625 0.2 0.2 0.1
Na -0.75025 -0.17302 -0.18471 1.2 0.2 -0.1
O -2.61545 -0.33004 0.66509 -0.9 0.0 0.5
O -2.31576 -0.59766 -1.52709 -0.4 -0.2 -0.6
N 1.40464 -0.64428 -0.61153 0.5 -0.4 -0.5
N 0.13724 1.87502 -0.97085 -0.2 0.3 -0.3
N 0.03125 -1.03930 1.84831 -0.2 -0.3 0.4
C 0.38819 2.45992 0.19684 0.1 0.1 0.0
C -1.11280 3.77922 -1.64762 0.0 0.1 0.1
C -0.08238 3.72815 0.50796 0.0 0.0 0.1
C -0.85294 4.39275 -0.43493 0.0 0.0 0.0
C 3.70880 -0.21292 -0.19687 0.0 0.1 0.1
C 0.60480 -2.22137 -2.26623 0.0 0.0 0.1
C -0.77717 -1.92644 2.42893 0.0 0.0 0.1
C -0.60162 2.50544 -1.88973 0.0 0.2 0.0
C -1.33101 -1.69503 3.68626 0.1 0.1 0.0
C -0.21827 0.41472 3.71840 0.0 0.1 0.0
C -1.04871 -0.50946 4.33577 0.0 0.0 0.0
C 2.36012 -0.00082 0.05315 0.1 0.0 0.0
C -3.01135 -0.61781 -0.48472 -0.9 -0.2 -0.1
C 0.29118 0.11093 2.46515 0.2 -0.1 0.2
C 3.06556 -1.79287 -1.86798 0.0 0.1 0.1
C -0.86659 1.77799 -3.17201 -0.1 0.0 0.1
C -1.09852 -3.17591 1.66452 0.0 0.1 0.0
C 4.06278 -1.12758 -1.17706 0.0 0.0 0.0
C 1.73198 -1.52705 -1.55920 0.2 0.0 0.0
H 3.31160 -2.51077 -2.63926 0.0 0.0 0.0
H -1.74580 1.14121 -3.04739 0.0 0.0 0.0
H 5.10641 -1.31333 -1.39868 0.0 0.0 0.0
H -0.02317 1.13161 -3.40986 0.0 0.0 0.0
H -1.04400 2.47402 -3.99121 0.0 0.0 0.0
H 0.14987 4.18208 1.46312 0.0 0.0 0.0
H -1.46482 -0.30415 5.31404 0.0 0.0 0.0
H -1.23405 5.38462 -0.22675 0.0 0.0 0.0
H 4.46230 0.32916 0.36051 0.0 0.0 0.0
H 0.12517 -2.93238 -1.59000 0.0 0.0 0.0
H -0.95838 -4.06298 2.28243 0.0 0.0 0.0
H -1.97846 -2.43555 4.13736 0.0 0.0 0.0
H 0.96060 -2.76557 -3.13939 0.0 0.0 0.0
H -0.16256 -1.50647 -2.56430 0.0 0.0 0.0
H -0.46153 -3.24427 0.78551 0.0 0.0 0.0
H -1.70252 4.28366 -2.40179 0.0 0.0 0.0
H -4.07457 -0.93326 -0.59141 0.1 0.1 0.0
H -2.13975 -3.13667 1.33759 0.0 0.0 0.0
H 0.03749 1.34864 4.20334 0.0 0.0 0.0
```
Positions in Å, forces in eV/Å.

Properties
**Maximum force**: 1.2 eV/A
**Total charge**: 0
**E_LUMO**: 0.380 eV
**E_tot**: -39531.7451 eV
**Relative energy (zero: lowest compared OMol25 entry of this formula, charge and spin)**: 3.4 kcal per mole